1.
The following is a quantum chemistry calculation of a cluster of 2 separate species, C2H5BN4O3 in total at a distorted geometry, from OMol25.

## Properties
total energy: -14932.209 eV
HOMO: -10.4 eV

```
15
Properties=species:S:1:pos:R:3:forces:R:3
B 2.224 0.606 -0.057 1.92 -0.08 1.26
C -2.590 0.600 0.295 1.52 0.41 0.02
C -0.595 0.808 -0.305 2.55 -3.34 0.51
N -2.290 1.865 0.123 -2.42 0.59 0.53
N -1.026 2.008 -0.254 2.31 0.10 -0.72
N -1.485 -0.148 0.086 -0.42 3.28 -0.62
N -1.321 -1.480 0.066 1.91 -0.15 -2.66
O 2.098 1.918 0.324 1.35 -0.15 -0.42
O 3.586 0.153 0.098 -2.71 -0.24 -0.99
O 1.278 -0.278 -0.412 -4.32 1.61 -0.26
H -3.455 0.228 0.742 -1.37 -0.46 0.22
H -1.728 -1.862 0.849 -0.56 -1.20 2.30
H -0.303 -1.477 0.012 0.18 -1.53 0.30
H 1.344 2.367 0.647 -1.39 0.26 0.03
H 3.921 1.014 0.281 1.46 0.90 0.49
```
Forces are in eV/Å.

These are the natural (NBO) partial charges, in e, on atoms 1 to 8: 1.226 0.132 0.638 -0.234 -0.337 -0.228 -0.602 -0.944


2.
The following is a quantum chemistry calculation of the ion C2H5Br3NO with charge +1 at a distorted geometry, from OMol25.

## Properties
total energy: -215810.830 eV
HOMO: -14.1 eV
charge: +1

```
12
Properties=species:S:1:pos:R:3:forces:R:3
C -0.694 0.338 -0.494 -2.19 2.99 2.64
C 0.648 0.719 0.188 -0.63 1.86 0.49
N -0.962 -1.026 -0.061 -2.74 -0.79 2.02
O 1.457 -0.203 -0.334 2.02 -0.92 0.64
Br 1.315 2.554 -0.225 -0.82 -0.92 0.12
Br 0.313 0.682 2.244 0.39 -0.26 -1.42
Br 3.287 -0.200 0.197 -1.25 -0.01 -0.26
H -0.635 0.405 -1.531 0.56 -0.39 -1.86
H -1.602 1.018 -0.257 1.77 -1.02 0.18
H -0.149 -1.507 -0.248 2.40 -2.08 -0.68
H -1.765 -1.513 -0.413 -0.55 -0.03 -1.78
H -1.213 -1.268 0.932 1.06 1.58 -0.10
```
Forces are in eV/Å.

These are the natural (NBO) partial charges, in e, on atoms 1 to 8: -0.309 0.188 -0.669 -0.654 0.119 0.002 0.433 0.258


3.
The following is a quantum chemistry calculation of a cluster of 2 separate species, C2H5BrClN in total at a distorted geometry, from OMol25.

## Properties
total energy: -86206.438 eV
HOMO: -7.6 eV

```
10
Properties=species:S:1:pos:R:3:forces:R:3
C 0.272 -1.355 0.633 3.00 -1.17 1.56
C -1.006 0.130 -0.763 -0.53 0.62 0.38
N -0.036 -0.219 0.125 -1.35 -1.47 -1.17
Cl -1.384 1.848 -0.559 -0.30 -0.07 -0.19
Br -2.482 -1.030 -0.721 -0.47 -0.19 -0.14
H -0.432 -2.130 0.744 -0.65 -0.65 -0.27
H 1.825 1.939 -0.041 -0.41 -0.01 -0.48
H 1.370 -1.543 0.941 -2.16 0.59 -0.35
H 1.242 1.893 -0.532 0.76 0.33 0.37
H 0.630 0.467 0.172 2.11 2.01 0.28
```
Forces are in eV/Å.

These are the natural (NBO) partial charges, in e, on atoms 1 to 8: -0.211 -0.178 -0.450 -0.045 0.045 0.209 0.003 0.198


4.
The following is a quantum chemistry calculation of a cluster of 2 separate species, C2H5BrClN in total at a distorted geometry, from OMol25.

## Properties
total energy: -86206.193 eV
HOMO (spin up / spin down): -9.4 / -8.3 eV

```
10
Properties=species:S:1:pos:R:3:forces:R:3
C -0.598 -0.939 -0.321 -0.51 -1.62 2.11
C 0.522 0.003 0.068 -1.41 1.21 0.47
N 0.458 1.362 -0.291 0.87 -3.48 -0.30
Cl 2.043 -0.720 -0.231 0.95 -0.51 0.07
Br -2.330 -0.037 -0.358 0.22 -0.21 -0.03
H -0.653 -1.716 0.550 -0.04 1.39 -1.76
H -0.515 -1.526 -1.249 0.32 0.68 0.18
H 0.476 -0.069 2.218 -0.05 0.11 -1.86
H -0.274 1.769 -0.784 -1.66 0.30 -0.55
H 0.872 1.874 0.398 1.30 2.14 1.66
```
Forces are in eV/Å.

These are the natural (NBO) partial charges, in e, on atoms 1 to 8: -0.534 0.121 -0.834 0.022 0.000 0.266 0.244 -0.074


5.
The following is a quantum chemistry calculation of the ion C2H5BrN with charge +1 at a distorted geometry, from OMol25.

## Properties
total energy: -73677.948 eV
HOMO: -15.3 eV
charge: +1

```
9
Properties=species:S:1:pos:R:3:forces:R:3
C -0.412 0.783 0.215 -0.18 0.15 1.95
C 0.452 0.046 -0.645 4.28 0.42 -1.95
N -0.380 -0.766 0.201 -1.92 -1.17 1.58
Br 2.568 -0.086 0.063 -3.30 0.22 -1.21
H 0.130 1.160 1.155 -1.62 -0.18 -1.44
H -1.408 1.069 -0.163 0.88 0.70 0.42
H 0.364 0.134 -1.791 0.20 -0.94 2.04
H -0.056 -1.098 1.172 -0.26 0.04 -2.32
H -1.258 -1.241 -0.207 1.92 0.77 0.93
```
Forces are in eV/Å.

These are the natural (NBO) partial charges, in e, on atoms 1 to 8: -0.248 -0.031 -0.590 0.049 0.287 0.268 0.305 0.488


6.
The following is a quantum chemistry calculation of a cluster of 2 separate species, C2H5BrN in total at a distorted geometry, from OMol25.

## Properties
multiplicity: 3
⟨S²⟩: 2.01
total energy: -73673.690 eV
HOMO (spin up / spin down): -14.6 / -16.0 eV
charge: +1

```
9
Properties=species:S:1:pos:R:3:forces:R:3
C 0.012 0.098 -0.864 -1.01 -0.07 -2.88
C 1.078 -0.330 0.017 0.14 1.23 -0.14
N 0.038 0.749 0.393 2.13 4.09 0.47
Br 2.886 0.046 -0.094 -0.84 -0.32 0.20
H 0.306 0.846 -1.593 0.28 -0.37 -0.51
H -0.930 -0.364 -1.219 0.82 -0.45 0.69
H -0.066 -1.445 2.287 -0.11 -0.13 0.23
H 0.148 1.840 0.399 0.59 -2.53 -0.19
H -0.638 0.592 1.054 -2.03 -1.44 2.14
```
Forces are in eV/Å.

These are the natural (NBO) partial charges, in e, on atoms 1 to 8: -0.314 0.148 -0.576 0.310 0.251 0.283 0.006 0.455


7.
The following is a quantum chemistry calculation of the molecule C2H5BrNP at a distorted geometry, from OMol25.

## Properties
total energy: -82975.045 eV
HOMO: -8.8 eV

```
10
Properties=species:S:1:pos:R:3:forces:R:3
C 1.233 -0.213 0.316 -1.67 -0.13 0.99
C -2.663 1.210 -0.510 2.25 0.11 0.72
N -1.420 1.102 -0.288 -1.21 -0.42 -0.73
P -0.670 -0.209 0.664 0.17 0.04 -0.65
Br -3.985 -0.122 0.146 0.22 0.82 -0.47
H 1.751 -1.023 -0.228 -0.90 0.19 0.33
H 1.482 0.733 -0.108 0.51 0.74 -0.01
H 1.406 -0.253 1.415 0.93 0.03 -0.78
H -3.000 2.157 -0.990 -0.51 -1.11 0.27
H -0.551 0.766 1.677 0.19 -0.28 0.31
```
Forces are in eV/Å.

These are the natural (NBO) partial charges, in e, on atoms 1 to 8: -0.895 0.079 -0.691 0.703 -0.057 0.238 0.231 0.225


8.
The following is a quantum chemistry calculation of a structure of composition C2H5BrO at a distorted geometry, from OMol25.

## Properties
total energy: -74243.632 eV
HOMO: -10.0 eV

```
9
Properties=species:S:1:pos:R:3:forces:R:3
C -0.470 0.267 0.274 1.81 2.11 1.22
C 0.227 -0.468 -0.768 -3.55 -5.91 -2.96
O 1.559 -0.436 -0.786 1.01 2.07 0.48
Br -0.453 0.185 -2.554 -0.05 0.03 -0.11
H -0.049 -0.297 1.116 -0.33 0.88 0.75
H 0.032 1.304 0.134 -0.98 -1.19 1.04
H -1.547 0.418 0.388 0.31 -0.57 -0.73
H -0.172 -1.776 -0.816 1.44 4.11 0.26
H 1.754 0.550 -0.811 0.35 -1.53 0.05
```
Forces are in eV/Å.

These are the natural (NBO) partial charges, in e, on atoms 1 to 8: -0.683 0.143 -0.676 -0.139 0.231 0.197 0.257 0.196